Entry from the OMol25 dataset: one molecule with the formula C6H12BNO3 (ωB97M-V with the def2-TZVPD basis set).

XYZ file:
```
23
Properties=species:S:1:pos:R:3:nbo_charge:R:1
O -2.23 -0.46 -1.42 -0.893
O -1.29 -1.14 0.63 -0.729
O 2.82 -1.47 -1.22 -0.366
N 2.14 -0.42 -1.12 0.057
C -0.93 2.48 -0.75 -0.623
C 1.92 0.10 0.08 0.003
C 0.93 1.03 0.23 -0.005
C -0.13 1.17 -0.80 -0.502
C 2.85 -0.19 1.25 -0.649
C -2.01 -2.35 0.81 -0.241
B -1.32 -0.40 -0.49 1.157
H -0.67 3.22 -1.42 0.212
H -2.97 -1.89 0.85 0.170
H 0.22 0.91 -1.85 0.268
H -1.92 -2.96 -0.05 0.180
H 2.81 0.68 2.00 0.211
H 3.86 -0.15 0.97 0.220
H -0.84 3.04 0.23 0.201
H 2.70 -1.23 1.64 0.230
H -2.01 2.41 -1.05 0.216
H -2.93 -1.07 -1.24 0.492
H 0.89 1.60 1.04 0.188
H -1.90 -2.88 1.70 0.204
```

Computed properties:
* E_tot: -541.053887 a.u.
* E_HOMO (alpha / beta): -0.302 / -0.302 Ha
* largest force on an atom: 0.11814 hartree/bohr
* 2S+1: 1
* frontier orbital gap (alpha / beta): 7.887 / 7.877 eV



Entry from the OMol25 dataset: C18H13N4O4Ru as an isolated structure (ωB97M-V with the def2-TZVPD basis set).

XYZ file:
```
40
Properties=species:S:1:pos:R:3:mulliken_spin:R:1
Ru -0.03 -0.01 0.57 0.949
O 3.43 1.69 -0.20 0.021
O -3.52 2.11 -0.17 0.005
O -2.15 0.42 0.35 -0.010
O 1.85 0.15 0.26 0.081
N -0.05 -0.46 2.51 -0.027
N 0.03 -2.04 0.60 -0.008
N -0.04 1.89 -0.08 -0.039
N -0.05 -1.66 2.88 0.018
C 1.24 3.69 -0.85 -0.002
C 0.02 1.04 5.90 0.002
C 0.16 -4.77 0.98 0.005
C -1.20 2.52 -0.30 -0.012
C 0.20 -4.23 -0.30 0.002
C 0.01 0.09 4.89 -0.008
C 0.14 -2.85 -0.45 0.005
C 0.06 -3.94 2.08 -0.003
C -2.35 1.60 0.00 0.015
C -0.02 2.40 5.59 -0.003
C 1.15 2.39 -0.35 -0.013
C 0.00 -2.58 1.84 0.016
C -0.09 1.88 3.25 -0.004
C -1.19 3.80 -0.79 0.000
C 2.28 1.40 -0.08 0.007
C -0.05 0.52 3.56 0.010
C 0.06 4.39 -1.06 -0.001
C -0.08 2.81 4.27 0.001
H -0.11 3.87 4.03 0.000
H 2.21 4.11 -1.07 0.000
H -4.23 1.46 0.01 0.000
H -2.12 4.33 -0.99 0.000
H 0.03 -4.31 3.09 0.000
H 0.07 0.72 6.93 0.000
H 0.09 5.40 -1.44 0.000
H 0.21 -5.85 1.11 0.000
H 0.05 -0.96 5.13 -0.001
H -0.13 2.21 2.22 -0.010
H 0.29 -4.85 -1.17 0.000
H 0.18 -2.38 -1.43 0.002
H -0.01 3.13 6.38 0.000
```

Computed properties:
* E_tot: -1308.046877 a.u.
* E_HOMO (alpha / beta): -0.562 / -0.562 Ha
* ⟨S²⟩: 0.756
* total charge: +2
* largest force on an atom: 0.02530 hartree/bohr
* 2S+1: 2
* frontier orbital gap (alpha / beta): 6.921 / 6.586 eV



Entry from the OMol25 dataset: one molecule with the formula C2H2Cl3NSi (ωB97M-V with the def2-TZVPD basis set).

XYZ file:
```
9
Properties=species:S:1:pos:R:3:nbo_charge:R:1
Cl 0.82 -2.04 -1.20 -0.339
Cl 2.26 -0.80 1.61 -0.321
Cl 2.16 0.84 -1.06 -0.322
Si 1.10 -0.41 0.03 1.348
N -2.09 0.99 -1.58 -0.290
C -1.43 0.75 -0.62 0.240
C -0.80 0.32 0.53 -0.878
H -1.22 -0.69 0.97 0.284
H -0.79 1.05 1.33 0.279
```

Computed properties:
* E_tot: -1802.373652 a.u.
* E_HOMO: -0.399 Ha
* largest force on an atom: 0.12476 hartree/bohr
* 2S+1: 1
* frontier orbital gap: 11.115 eV



Entry from the OMol25 dataset: a 2-piece molecular cluster, C2H3ClN2O3 overall (ωB97M-V with the def2-TZVPD basis set).

XYZ file:
```
11
Properties=species:S:1:pos:R:3:nbo_charge:R:1
Cl 2.25 -1.74 0.35 0.064
O 0.90 1.82 0.10 -0.546
O 0.77 0.22 -1.42 -0.454
O -2.28 -0.47 1.55 -0.519
N 1.07 0.48 -0.30 0.355
N -2.04 -1.15 -0.68 -0.734
C 1.79 -0.13 0.60 -0.143
C -2.19 -0.63 0.38 0.837
H 1.89 0.42 1.57 0.241
H -2.38 -0.90 -1.55 0.414
H 0.22 2.06 -0.60 0.484
```

Computed properties:
* E_tot: -873.301416 a.u.
* E_HOMO: -0.336 Ha
* largest force on an atom: 0.07481 hartree/bohr
* 2S+1: 1
* frontier orbital gap: 9.597 eV



Please write out number 2 again, unchanged.
Entry from the OMol25 dataset: C18H13N4O4Ru as an isolated structure (ωB97M-V with the def2-TZVPD basis set).

XYZ file:
```
40
Properties=species:S:1:pos:R:3:mulliken_spin:R:1
Ru -0.03 -0.01 0.57 0.949
O 3.43 1.69 -0.20 0.021
O -3.52 2.11 -0.17 0.005
O -2.15 0.42 0.35 -0.010
O 1.85 0.15 0.26 0.081
N -0.05 -0.46 2.51 -0.027
N 0.03 -2.04 0.60 -0.008
N -0.04 1.89 -0.08 -0.039
N -0.05 -1.66 2.88 0.018
C 1.24 3.69 -0.85 -0.002
C 0.02 1.04 5.90 0.002
C 0.16 -4.77 0.98 0.005
C -1.20 2.52 -0.30 -0.012
C 0.20 -4.23 -0.30 0.002
C 0.01 0.09 4.89 -0.008
C 0.14 -2.85 -0.45 0.005
C 0.06 -3.94 2.08 -0.003
C -2.35 1.60 0.00 0.015
C -0.02 2.40 5.59 -0.003
C 1.15 2.39 -0.35 -0.013
C 0.00 -2.58 1.84 0.016
C -0.09 1.88 3.25 -0.004
C -1.19 3.80 -0.79 0.000
C 2.28 1.40 -0.08 0.007
C -0.05 0.52 3.56 0.010
C 0.06 4.39 -1.06 -0.001
C -0.08 2.81 4.27 0.001
H -0.11 3.87 4.03 0.000
H 2.21 4.11 -1.07 0.000
H -4.23 1.46 0.01 0.000
H -2.12 4.33 -0.99 0.000
H 0.03 -4.31 3.09 0.000
H 0.07 0.72 6.93 0.000
H 0.09 5.40 -1.44 0.000
H 0.21 -5.85 1.11 0.000
H 0.05 -0.96 5.13 -0.001
H -0.13 2.21 2.22 -0.010
H 0.29 -4.85 -1.17 0.000
H 0.18 -2.38 -1.43 0.002
H -0.01 3.13 6.38 0.000
```

Computed properties:
* E_tot: -1308.046877 a.u.
* E_HOMO (alpha / beta): -0.562 / -0.562 Ha
* ⟨S²⟩: 0.756
* total charge: +2
* largest force on an atom: 0.02530 hartree/bohr
* 2S+1: 2
* frontier orbital gap (alpha / beta): 6.921 / 6.586 eV